Computed, not measured: a molecular structure, C6H19ClN4O5V in a non-equilibrium geometry, with ωB97M-V/def2-TZVPD.

Summary:
- Spin multiplicity: 2
- Molecular weight: 313.638 g mol⁻¹
- E: -60941.4177 eV
- Expectation value of S²: 0.790
- Highest occupied orbital energy (spin up / spin down): -7.603 / -7.646 eV

The geometry in XYZ format:
```
36
Properties=species:S:1:pos:R:3:forces:R:3
V 0.203209 0.265013 0.727910 -1.34 2.18 3.68
Cl 2.622612 0.823599 0.669708 -1.09 -0.19 -0.24
O 0.936095 -1.850046 1.093397 -0.95 -0.58 -1.11
O -0.196663 0.259417 2.290744 1.08 0.18 -2.88
O -1.765850 -1.037618 0.600556 0.72 -0.77 -0.35
O 0.295123 -0.051199 -1.475014 -0.28 -0.13 0.37
O -0.739455 2.156873 0.235643 0.66 -2.41 -0.18
N -3.433807 -0.517082 2.038279 0.19 -1.86 0.02
N -3.254658 -2.653175 1.219803 0.64 -0.52 -0.30
N 2.750824 -2.496171 -0.057240 -0.85 -0.37 -0.68
N 1.252419 -4.070854 0.709896 -0.70 -0.88 -0.23
C 0.372648 3.938209 1.403289 -0.17 1.61 -0.78
C -0.255230 3.463137 0.093019 0.65 -1.22 0.75
C 1.544496 -2.772924 0.520869 1.53 1.53 1.79
C 0.222121 0.858294 -2.585201 0.24 -0.12 -0.70
C -2.690273 -1.419538 1.313601 -1.00 2.74 -0.70
C 1.593477 1.111065 -3.197360 -0.66 -0.46 0.42
H -0.364849 0.370317 -3.369128 -0.26 0.06 0.13
H 0.609923 5.004427 1.255816 0.14 -0.03 0.10
H 1.919985 0.134912 -3.566280 0.31 0.24 -0.39
H -3.912181 -3.027800 1.872297 -0.06 0.08 0.17
H -3.182703 0.437719 2.208181 0.35 0.01 -0.11
H -0.361710 3.942974 2.207177 0.14 -0.50 0.15
H 2.336559 1.458559 -2.483267 -0.14 0.28 0.03
H 0.507952 3.503910 -0.698976 0.07 0.18 -0.08
H 1.400257 1.816546 -4.005461 0.54 -0.05 -0.15
H -1.073068 4.126742 -0.208999 -0.10 0.03 0.07
H -0.303861 1.767112 -2.307156 0.11 -0.16 0.61
H 1.841136 -4.820355 0.400211 0.25 0.16 -0.11
H 1.319101 3.458898 1.638841 -0.24 -0.43 0.15
H -2.870194 -3.269038 0.525359 0.05 -0.01 0.14
H 0.483543 -0.934498 -1.805759 0.00 0.02 -0.02
H 0.476836 -4.355919 1.279724 -0.11 0.42 0.04
H 2.881634 -1.501013 -0.231750 0.32 -0.07 0.04
H -4.282094 -0.927419 2.372551 -0.32 0.70 0.48
H 3.116648 -3.193074 -0.685278 0.30 0.32 -0.13
```
Positions in Å, forces in eV/Å.


Computed, not measured: 9 unconnected molecules or ions with the total composition C25H66IN20O13P2 in a non-equilibrium geometry, with ωB97M-V/def2-TZVPD.

Summary:
- Spin multiplicity: 1
- Molecular weight: 1043.782 g mol⁻¹
- Net charge: +1
- E: -110083.7909 eV
- Highest occupied orbital energy: -10.097 eV

The geometry in XYZ format:
```
127
Properties=species:S:1:pos:R:3:forces:R:3
I -0.833529 -1.454879 5.155188 -0.26 0.20 -1.01
P -1.570821 -0.282902 -0.318376 3.06 5.47 -1.30
P 0.904768 -3.477759 -0.379874 1.53 0.20 1.13
O 2.892504 1.779916 -1.837541 -0.19 -0.10 0.43
O 6.826379 -0.149748 3.899941 -0.03 -0.19 0.08
O -2.264361 -5.349739 3.989417 -1.47 -0.98 -8.11
O 0.407509 -6.200160 -3.254461 -8.30 1.81 2.25
O 5.488235 4.280661 6.798731 0.26 0.12 -0.15
O -1.319357 6.962989 -0.875769 -0.01 -0.35 -0.26
O -0.119357 3.069967 -3.788180 0.12 -0.79 -0.29
O 2.738870 0.679267 5.271402 -0.59 0.43 -0.19
O -4.711765 7.866728 -6.321697 0.16 0.19 0.00
O 0.072899 6.294793 -5.772519 0.37 -0.21 0.10
O -1.555208 0.112120 -2.057944 -0.03 -3.16 2.47
O -1.607895 -8.031189 -0.671814 -3.85 7.44 -2.62
O -3.038084 -5.073448 1.604344 1.84 0.01 2.40
N 4.972762 3.383126 8.799966 0.55 0.25 1.51
N -1.371292 9.024929 0.030836 0.37 1.02 -0.53
N 8.401511 0.293851 2.351263 0.58 -0.81 -1.16
N 7.828110 1.868229 3.872826 -0.15 0.99 0.77
N -5.227238 6.969193 -4.320461 0.49 0.24 1.41
N 2.837723 -1.564673 5.448005 -1.08 -1.18 -0.15
N -0.171292 5.131907 -2.881575 0.27 0.61 -0.38
N -1.010812 3.366850 -1.740352 -0.90 -1.23 1.34
N 0.203214 -0.325550 0.006787 -1.83 0.42 -0.91
N -0.760746 7.928633 -7.080887 0.49 0.58 -1.25
N 3.922373 2.665784 6.927879 -0.42 -0.33 -0.79
N -1.591153 -4.538461 -1.121613 -2.39 3.27 0.69
N 2.695901 1.159034 -3.994408 -0.87 0.10 -0.82
N 4.704725 -0.318301 5.736919 0.43 0.49 0.57
N -2.210812 7.259873 1.172059 -0.60 -0.95 0.84
N -1.812965 7.363755 -5.158296 -0.68 -0.04 1.24
N 4.396815 0.361160 -2.732309 1.29 -0.90 0.65
N -6.277627 6.251851 -6.192548 -0.80 -0.63 -0.97
N -2.406382 -1.822763 -0.000557 -2.02 -2.03 -0.66
N -1.313655 -5.777613 -1.542017 -0.90 -3.17 -1.46
C -1.951112 -7.334162 2.449776 -0.79 0.25 0.31
C -2.223205 -6.876250 -1.051272 2.12 -6.28 1.85
C 1.074938 -2.876059 -2.170145 0.62 0.22 -1.77
C 3.385839 -0.336365 5.472620 0.79 0.20 0.11
C -1.424742 -1.035812 3.037827 0.77 1.17 -0.38
C 3.302273 1.140808 -2.793676 -0.42 0.44 0.02
C -2.257213 -3.580522 -2.019574 -1.58 0.46 -1.06
C -1.897836 -6.068190 -4.292650 -0.07 1.46 0.51
C -5.363918 7.079489 -5.654227 0.28 0.34 -0.43
C -0.779215 7.141659 -5.989966 0.14 -0.26 0.16
C -2.924720 -0.520570 3.094234 -1.09 1.88 0.62
C -3.868876 -6.819734 -0.993656 1.17 0.69 -0.83
C -0.905088 -5.976644 -2.962863 7.16 -2.28 -3.26
C 7.633785 0.621563 3.406242 -0.26 -0.12 0.26
C -2.441122 -5.757542 2.736322 1.46 -0.84 5.37
C -0.901385 -4.010704 0.079160 1.57 -0.61 -0.24
C 2.015581 -5.074186 -0.243200 1.04 -0.59 -0.08
C -3.056062 -3.629874 1.658089 -2.06 1.34 1.00
C -0.414951 3.809015 -2.862440 0.58 0.83 -0.61
C -0.943846 -2.305346 2.196455 1.95 -0.86 0.86
C -1.775000 -2.841509 0.906698 0.22 -3.66 2.00
C -1.614951 7.702037 0.049972 0.13 0.14 -0.08
C -3.110821 -2.428871 -1.235209 -1.93 -1.75 -1.84
C 1.979926 -5.745851 1.264657 -1.72 -0.69 -0.34
C 4.836082 3.493422 7.466201 0.02 0.26 -0.43
H 8.488172 2.517643 3.479726 -0.15 -0.10 0.09
H 0.702976 0.207115 -0.752646 -0.56 -0.74 0.73
H 1.792529 -5.858600 -1.079872 0.36 1.35 1.66
H -3.021533 -6.202332 -3.994803 2.18 0.01 -0.60
H -1.607259 9.649567 0.783285 0.06 -0.13 -0.13
H 4.883192 0.319185 -1.846174 -0.14 0.03 -0.37
H -1.524647 -6.830923 -5.102582 -0.63 1.35 2.08
H -2.524276 8.056398 -5.320254 -0.06 -0.18 -0.23
H -0.924965 -3.232150 2.955174 -0.27 1.85 -1.95
H -4.240148 -6.996153 -2.114177 0.79 0.17 2.50
H -3.171322 -3.264072 2.790620 0.67 -0.98 -2.46
H -0.923830 9.398889 -0.795770 -0.14 -0.09 0.33
H 1.868081 1.733580 -4.083617 -0.01 0.09 -0.03
H 4.749510 -0.172490 -3.508693 -0.05 0.16 0.12
H 8.286601 -0.635728 1.969132 0.09 0.39 0.15
H 3.018231 0.639633 -4.793382 0.01 0.15 0.16
H 1.582030 -4.993158 2.097830 1.25 -1.46 -1.75
H -1.401446 -0.714189 -2.597331 0.10 1.34 0.40
H -6.824187 5.596895 -5.659394 0.12 0.15 -0.11
H -4.112079 -3.320933 1.192615 2.27 -0.67 0.64
H -0.646137 -4.945834 0.779871 -0.96 2.23 -1.20
H 2.974720 -6.288717 1.563945 -1.90 1.39 -0.61
H 7.270117 2.155055 4.666510 0.24 0.06 -0.29
H -2.461750 7.852945 1.944874 0.07 -0.10 -0.14
H 0.276170 5.505866 -3.708181 -0.13 -0.06 -0.10
H -4.549746 7.574344 -3.875330 -0.33 -0.27 -0.09
H 3.130817 -4.700824 -0.403450 -2.43 -0.46 0.14
H -0.722091 -0.114219 2.745009 -1.69 -2.05 0.76
H -3.261061 -1.467847 0.538320 1.58 -0.20 -0.53
H -1.610496 -3.040223 -2.833894 -0.64 -1.12 1.52
H -2.706684 -7.879484 1.723719 1.86 1.25 1.31
H 5.156443 0.586539 5.764752 -0.05 -0.49 -0.14
H -3.782599 -1.150565 2.629809 1.66 0.72 0.76
H -1.211931 2.376866 -1.685197 0.09 0.48 -0.13
H -2.987844 0.556818 2.582962 0.15 -2.38 0.97
H 3.375813 2.010828 7.461033 0.05 0.08 -0.25
H -1.453298 8.631385 -7.277214 0.04 -0.19 0.05
H 0.000773 7.793991 -7.733042 -0.32 0.07 0.26
H -1.820189 -4.993668 -4.807517 -0.13 -2.25 1.15
H -6.411634 6.302731 -7.194054 0.03 -0.04 0.39
H 0.220826 -2.113523 1.997355 -2.72 -0.53 -0.10
H -1.261750 3.959923 -0.967537 0.12 0.07 -0.21
H -4.196647 -5.736864 -0.695984 0.49 -2.20 -0.33
H -1.864354 6.792607 -4.324804 0.06 0.13 -0.28
H 1.846900 -1.623011 5.252527 0.43 -0.04 0.07
H -3.080939 -4.187581 -2.639585 1.73 1.40 1.33
H -2.411931 6.269888 1.227215 0.08 0.44 0.05
H 1.148867 -6.600910 1.212369 1.78 1.71 0.20
H -3.231774 -0.322875 4.231010 0.54 -0.54 -2.67
H 1.061045 -3.698210 -3.001425 -0.10 1.35 1.58
H -4.137563 -2.963529 -0.934453 2.45 1.31 -0.06
H 2.145789 -2.353697 -2.255634 -2.34 -1.11 0.41
H -5.755068 6.327041 -3.753832 0.12 0.13 -0.12
H 3.353993 -2.412528 5.611225 -0.04 0.20 -0.04
H 4.444932 2.740974 9.366596 0.09 0.13 -0.13
H -4.235424 -7.666528 -0.273700 0.72 1.85 -1.50
H -0.407259 5.756545 -2.129127 -0.05 -0.03 0.09
H -3.475870 -1.587849 -1.996063 1.21 -1.57 1.85
H 5.254325 -1.143850 5.905313 -0.02 0.22 -0.24
H 0.302651 -2.055998 -2.484005 1.43 -1.42 0.81
H 3.788366 2.716664 5.926373 -0.20 -0.23 0.38
H 0.440541 0.131039 0.915711 -0.50 -0.56 -1.00
H 5.650254 3.988277 9.245097 -0.28 -0.25 -0.14
H -0.831312 -7.380606 2.065935 -2.55 0.29 0.56
H -1.989762 -7.891968 3.494126 0.06 1.49 -2.20
H 9.071832 0.915170 1.930947 -0.13 -0.11 0.09
```
Positions in Å, forces in eV/Å.


Computed, not measured: a gas-phase ion, C7H13N2 (charge +1) in a non-equilibrium geometry, with ωB97M-V/def2-TZVPD.

Summary:
- Spin multiplicity: 1
- SMILES: C[C@@]12C[C@@H](C=C[C@H]1N)[NH2+]2
- Molecular weight: 125.195 g mol⁻¹
- Net charge: +1
- E: -10441.6110 eV
- Highest occupied orbital energy: -13.412 eV

The geometry in XYZ format:
```
22
Properties=species:S:1:pos:R:3:forces:R:3
N 0.723463 2.124757 -0.448387 -0.41 1.76 0.54
N -0.784672 -1.325861 -0.150815 0.09 -2.82 -1.66
C -0.287342 1.104331 -0.396592 -0.43 -0.71 0.91
C -0.409484 -1.058614 1.304550 1.18 -1.76 -1.16
C 1.002378 -0.562923 -1.893846 -0.99 -0.30 0.11
C 0.968676 -0.690415 0.740702 1.15 -1.57 1.94
C -1.136940 1.225619 0.920034 1.54 -4.60 -1.49
C 0.364000 -0.379888 -0.543367 -1.00 2.07 -0.46
C -1.183904 0.074820 1.637054 -2.77 4.06 2.47
H -0.529575 -2.319539 -0.418151 -0.28 1.29 0.20
H -1.751129 -1.182823 -0.473571 0.29 0.33 0.26
H 1.679861 0.255529 -2.078511 -0.05 0.41 -0.21
H 1.511581 -1.488099 -2.196707 -0.23 -0.02 0.83
H -1.878054 0.033589 2.513686 0.83 -0.04 -0.69
H 1.568231 -1.608014 0.718489 0.33 0.42 0.02
H 1.428727 0.124361 1.240475 0.82 0.39 0.53
H 0.086149 -0.492190 -2.467077 0.26 0.29 -1.28
H 1.411163 1.886420 0.236374 0.88 -0.10 0.41
H -0.895955 1.188357 -1.280452 -0.68 0.29 -0.32
H 0.317886 3.009785 -0.011235 0.62 -1.34 -1.17
H -0.451625 -1.954582 1.929946 -0.31 0.39 -0.06
H -1.753433 2.035381 1.117403 -0.85 1.55 0.27
```
Positions in Å, forces in eV/Å.


Computed, not measured: a molecular structure, C6H5NiO6 in a non-equilibrium geometry, with ωB97M-V/def2-TZVPD.

Summary:
- Spin multiplicity: 3
- Molecular weight: 231.793 g mol⁻¹
- Net charge: +1
- E: -59620.2608 eV
- Expectation value of S²: 2.010
- Highest occupied orbital energy (spin up / spin down): -12.215 / -14.025 eV

The geometry in XYZ format:
```
18
Properties=species:S:1:pos:R:3:forces:R:3
Ni 0.162016 0.329275 -0.679465 -0.12 -1.17 2.65
O 0.130779 3.376655 -0.408036 0.08 -4.97 0.14
O -2.897729 0.240744 -0.689001 3.92 0.08 -0.10
O 0.172994 -2.849770 -0.453941 0.17 4.44 -0.32
O 0.063422 -0.764931 -3.198256 0.19 1.86 1.22
O 0.189087 0.336472 1.840840 1.36 -0.32 -1.03
O 3.196914 0.281939 -0.698511 -3.56 -0.08 -0.05
C 0.148041 2.214980 -0.404925 -0.12 6.59 0.05
C 2.047150 0.272357 -0.633651 5.35 0.15 0.38
C 0.156080 0.190130 -2.466060 -0.15 -1.38 -4.17
C -1.745562 0.263079 -0.641041 -5.42 -0.11 0.50
C -0.636072 -0.732018 2.352933 -0.14 0.39 -0.08
C 0.202921 -1.696059 -0.510909 -0.30 -5.30 0.53
H -0.193493 -1.736378 2.285222 0.10 0.44 0.22
H -1.579783 -0.749890 1.768316 0.53 0.15 0.45
H 1.160056 0.158954 1.929228 -1.40 -0.02 0.40
H -0.818828 -0.391985 3.361357 -0.47 -0.75 0.43
H 0.242011 1.256438 -2.754099 0.00 0.00 -1.22
```
Positions in Å, forces in eV/Å.


Among the records above, which one has the highest molecular weight?
C25H66IN20O13P2